(1)
Here is a molecular structure, C19H18Br3CoN4O in a non-equilibrium geometry from the Open Molecules 2025 dataset. Energies are from wB97M-V/def2-TZVPD.

## Properties
Spin multiplicity: 1
HOMO-LUMO gap, eV: 8.332
ΔE to the lowest compared entry with this formula, charge and spin, kJ/mol: 58.75
E_HOMO, eV: -8.8

CARTESIAN COORDINATES (ANGSTROEM)
Co1 -0.6612 0.2963 -0.3986
C1 -1.3453 -1.2824 1.9580
N1 -0.7925 0.0292 1.5544
C2 -1.6848 1.0739 2.1088
C3 0.5865 0.1866 2.1315
C4 1.6102 0.3240 1.0525
C5 2.9720 0.4371 1.3205
C6 3.8655 0.6196 0.2782
C7 3.4002 0.7057 -1.0315
C8 2.0426 0.5956 -1.2976
C9 1.1575 0.3886 -0.2488
H1 -1.4116 -1.3157 3.0492
H2 -0.7142 -2.0894 1.6049
H3 -2.3401 -1.4056 1.5336
H4 -1.7553 0.9573 3.1934
H5 -2.6793 0.9619 1.6831
H6 -1.2972 2.0571 1.8687
H7 0.8041 -0.6718 2.7710
H8 0.6010 1.0759 2.7643
H9 3.3295 0.3969 2.3435
H10 4.9237 0.7090 0.4842
H11 4.0973 0.8616 -1.8447
H12 1.6878 0.6700 -2.3193
Br1 -1.1037 0.7338 -3.0935
C10 -2.9958 0.7242 -2.8078
Br2 -3.4477 0.8122 -0.9469
H13 -3.3907 -0.2020 -3.2055
H14 -3.4162 1.5963 -3.2914
O1 -0.7522 2.2688 -0.2844
N2 -0.0092 3.0954 -0.9844
C11 0.7198 3.8865 -0.2681
C12 1.5464 4.8531 -0.9538
N3 2.2063 5.6306 -1.4820
C13 0.7257 3.8529 1.1808
N4 0.7280 3.8228 2.3298
Br3 -0.7954 -6.2955 -1.2140
C14 -0.7054 -4.4099 -1.0727
C15 0.5019 -3.7962 -0.7944
C16 0.5534 -2.4131 -0.6603
C17 -0.5817 -1.6029 -0.7889
C18 -1.7692 -2.2707 -1.1126
C19 -1.8476 -3.6523 -1.2500
H15 1.3987 -4.3898 -0.6762
H16 1.5188 -1.9748 -0.4473
H17 -2.6914 -1.7199 -1.2515
H18 -2.7892 -4.1310 -1.4840


(2)
Here is a molecular structure, C25H48BCrN10O2S2Si4 from the Open Molecules 2025 dataset. Energies are from wB97M-V/def2-TZVPD.

## Properties
Spin multiplicity: 3
HOMO-LUMO gap (spin up / spin down), eV: 7.926 / 7.841
Total charge: +1
ΔE to the lowest compared entry with this formula, charge and spin, kJ/mol: 60.32
E_HOMO (spin up / spin down), eV: -10.9 / -10.4

CARTESIAN COORDINATES (ANGSTROEM)
Cr1 0.8682 0.3345 0.8794
C1 -3.2507 -0.6641 1.9211
C2 -2.0547 -0.9472 1.2793
N1 -1.1667 0.0338 1.4594
N2 -1.7925 0.9846 2.2046
C3 -3.0358 0.5684 2.4971
B1 -1.0014 2.3026 2.5324
N3 0.2520 1.8577 3.3324
C4 0.5798 2.1385 4.6003
C5 1.6844 1.3888 4.9438
C6 1.9771 0.6519 3.8040
N4 1.1041 0.9236 2.8286
N5 -0.5209 2.8867 1.1742
C7 -0.7289 4.0879 0.6178
C8 -0.0567 4.1354 -0.5896
C9 0.5463 2.8890 -0.7033
N6 0.2638 2.1453 0.3634
N7 -1.7420 3.3912 3.2841
C10 -3.0191 3.6132 3.7095
C11 -3.0611 4.8362 4.3166
C12 -1.7403 5.3172 4.2211
N8 -0.9526 4.4591 3.6030
H1 -4.1423 -1.2659 1.9593
H2 -1.8329 -1.8141 0.6773
H3 -3.6992 1.1535 3.0999
H4 0.0295 2.8740 5.1628
H5 2.2138 1.3847 5.8816
H6 2.7850 -0.0375 3.6602
H7 -1.3189 4.8358 1.1206
H8 -0.0149 4.9586 -1.2834
H9 1.1735 2.4938 -1.4791
H10 -3.8231 2.9227 3.5525
H11 -3.9167 5.3201 4.7576
H12 -1.3349 6.2525 4.5776
C13 2.1073 2.8719 -3.6361
Si1 1.7509 1.0798 -4.0264
C14 1.0578 1.0050 -5.7659
C15 3.4101 0.2148 -3.9436
Si2 0.0945 -0.1938 -2.8998
Si3 0.0630 -2.3667 -3.8401
C16 -1.0335 -2.1482 -5.3498
C17 -0.7162 -3.6367 -2.7009
C18 1.6817 -3.0439 -4.4789
Si4 -2.1773 0.4548 -2.8604
C19 -3.1407 -1.1024 -2.4702
C20 -2.6712 1.1075 -4.5420
C21 -2.5828 1.7248 -1.5603
H13 2.7717 3.2249 -4.4300
H14 2.6311 3.0095 -2.6883
H15 1.2167 3.5059 -3.6430
H16 1.6825 1.6025 -6.4375
H17 0.0387 1.3999 -5.8157
H18 1.0424 -0.0164 -6.1554
H19 4.0235 0.5593 -4.7818
H20 3.3347 -0.8713 -4.0063
H21 3.9509 0.4740 -3.0259
H22 -2.0511 -1.8449 -5.0962
H23 -1.0962 -3.0992 -5.8887
H24 -0.6290 -1.4067 -6.0425
H25 -1.7708 -3.7770 -2.9485
H26 -0.6515 -3.3579 -1.6491
H27 -0.2095 -4.5978 -2.8218
H28 2.2280 -2.3208 -5.0876
H29 1.4416 -3.8939 -5.1249
H30 2.3451 -3.4013 -3.6885
H31 -3.1415 -1.7963 -3.3137
H32 -4.1803 -0.8507 -2.2413
H33 -2.7273 -1.6335 -1.6065
H34 -2.3647 0.4423 -5.3535
H35 -2.2344 2.0927 -4.7311
H36 -3.7601 1.2116 -4.5908
H37 -2.1565 1.4504 -0.5911
H38 -3.6687 1.7945 -1.4465
H39 -2.2017 2.7104 -1.8305
C22 3.2492 -2.6047 -1.2337
N9 2.3610 -1.4606 -1.3801
C23 1.2566 -1.2422 -0.6146
N10 0.7391 -2.3336 0.0644
O1 0.3431 -0.3545 -1.0804
H40 3.8317 -2.6935 -2.1489
H41 2.6694 -3.5208 -1.1237
H42 3.9472 -2.4995 -0.4023
H43 2.8262 -0.6021 -1.6423
H44 1.4069 -2.8635 0.6017
H45 -0.1325 -2.1843 0.5446
C24 3.3981 -2.2584 2.4509
O2 2.9403 -1.1275 1.6902
C25 3.8740 -0.2450 1.2047
S1 5.4748 -0.4848 1.3596
S2 3.0970 1.0554 0.3773
H46 2.5068 -2.8405 2.6788
H47 3.8755 -1.9363 3.3744
H48 4.1195 -2.8417 1.8843


(3)
Here is a molecular structure, C3H2MgNaO3 in a non-equilibrium geometry from the Open Molecules 2025 dataset. Energies are from wB97M-V/def2-TZVPD.

## Properties
Spin multiplicity: 2
HOMO-LUMO gap (spin up / spin down), eV: 4.328 / 3.375
Total charge: +2
ΔE to the lowest compared entry with this formula, charge and spin, kJ/mol: 0.00
E_HOMO (spin up / spin down), eV: -14.9 / -14.9

CARTESIAN COORDINATES (ANGSTROEM)
C1 1.0577 -3.1734 0.3052
C2 0.3695 -2.3336 -0.4188
O1 -0.3714 -1.7039 -1.0794
Na1 -1.5511 0.5564 -1.5357
H1 2.1390 -3.0528 0.3741
H2 0.5497 -4.0276 0.7536
O2 0.0983 3.8005 1.2483
C3 -0.0706 2.7358 0.6603
Mg1 -1.3294 4.6286 -0.0251
O3 -0.8916 2.5700 -0.2825


(4)
Here is C5H7N in the gas phase in a non-equilibrium geometry from the Open Molecules 2025 dataset. Energies are from wB97M-V/def2-TZVPD.

## Properties
Spin multiplicity: 1
SMILES string: CC1(C#N)CC1
HOMO-LUMO gap, eV: 11.374
ΔE to the lowest compared entry with this formula, charge and spin, kJ/mol: 104.04
E_HOMO, eV: -10.5

CARTESIAN COORDINATES (ANGSTROEM)
C1 1.2390 -0.3981 -0.8148
C2 -0.1083 -0.2393 -0.1271
C3 -1.0293 -1.3367 -0.3623
N1 -1.7141 -2.2692 -0.4178
C4 -0.3430 0.3525 1.2540
C5 -0.6272 1.1707 0.0389
H1 1.9766 0.2982 -0.4037
H2 1.6328 -1.4149 -0.7345
H3 1.1196 -0.1667 -1.8801
H4 0.4922 0.5890 1.9043
H5 -1.2107 -0.0595 1.7631
H6 0.1142 1.9282 -0.2057
H7 -1.6441 1.4300 -0.2342


(5)
Here is a molecular structure, C14H30F6MgO7S3 in a non-equilibrium geometry from the Open Molecules 2025 dataset. Energies are from wB97M-V/def2-TZVPD.

## Properties
Spin multiplicity: 1
HOMO-LUMO gap, eV: 8.034
ΔE to the lowest compared entry with this formula, charge and spin, kJ/mol: 380.81
E_HOMO, eV: -7.8

CARTESIAN COORDINATES (ANGSTROEM)
Mg1 -0.3027 -0.6194 -0.0620
C1 2.8002 0.1386 -1.3196
O1 2.8193 1.5752 -1.2498
O2 1.5823 -0.2220 -0.5704
C2 2.9499 -0.4982 -2.7537
F1 2.6290 -1.7598 -2.8414
F2 2.4248 0.2318 -3.6845
F3 4.2791 -0.4544 -3.0027
C3 4.0870 2.2157 -1.8515
C4 3.6781 3.6135 -2.3286
H1 2.7648 3.4893 -2.9106
H2 3.4273 4.1980 -1.4434
H3 4.4512 4.1155 -2.9104
H4 4.5208 1.7298 -2.7254
H5 4.8435 2.2006 -1.0670
H6 3.6610 -0.1775 -0.7303
C5 -2.7222 -1.4992 -1.0488
O3 -2.3247 -1.1015 0.2969
O4 -1.4399 -1.3541 -1.6629
C6 -3.4777 -2.9189 -0.7627
F4 -4.6872 -2.8509 -1.3369
F5 -2.9198 -3.9979 -1.2718
F6 -3.9456 -3.1535 0.4963
C7 -3.3007 -0.3348 1.0629
C8 -3.2060 -0.9057 2.4865
H7 -2.3017 -0.8186 3.0888
H8 -3.9671 -0.3922 3.0741
H9 -3.5340 -1.9350 2.6319
H10 -4.3407 -0.4164 0.7470
H11 -3.0186 0.7149 1.1436
H12 -3.4842 -0.8239 -1.4379
C9 0.2346 -4.8627 -0.2118
S1 0.5167 -3.6967 1.2220
O5 0.1100 -2.3569 0.5782
C10 -0.8962 -4.2060 2.2634
H13 0.3167 -5.9349 -0.0341
H14 0.9724 -4.5048 -0.9300
H15 -0.7152 -4.6574 -0.7055
H16 -1.0922 -3.3923 2.9618
H17 -0.6455 -5.1885 2.6631
H18 -1.7779 -4.2979 1.6293
C11 -0.9368 1.7567 4.0213
S2 0.3392 0.7199 3.1239
O6 -0.2427 -0.0315 1.9086
C12 1.4201 2.1002 2.4403
H19 -1.4970 2.4270 3.3693
H20 -0.4014 2.5386 4.5599
H21 -1.5900 1.1769 4.6735
H22 2.0424 2.4494 3.2642
H23 0.7779 2.8990 2.0693
H24 2.0586 1.8005 1.6093
C13 -0.1846 1.9620 -2.7996
S3 -1.0524 2.4095 -1.2346
O7 -0.9120 1.2194 -0.2289
C14 0.0965 3.7601 -0.8561
H25 0.8676 1.8373 -2.5436
H26 -0.3661 2.8334 -3.4287
H27 -0.5851 1.0402 -3.2214
H28 -0.0282 4.0654 0.1828
H29 0.0975 4.7054 -1.3990
H30 1.1281 3.4400 -1.0023


(6)
Here is a molecular structure, C44H66N2O5PSSeSiTa in a non-equilibrium geometry from the Open Molecules 2025 dataset. Energies are from wB97M-V/def2-TZVPD.

## Properties
Spin multiplicity: 1
HOMO-LUMO gap, eV: 7.431
Total charge: +2
ΔE to the lowest compared entry with this formula, charge and spin, kJ/mol: 156.53
E_HOMO, eV: -13.3

CARTESIAN COORDINATES (ANGSTROEM)
Ta1 0.9795 0.3242 1.0491
C1 1.2212 -2.0781 -6.5603
C2 0.1192 -1.1901 -5.9672
C3 -1.2593 -1.7756 -6.3043
C4 0.2275 0.2010 -6.5908
C5 0.2726 -1.1384 -4.4499
C6 0.4514 0.0382 -3.7390
C7 0.5866 -0.0253 -2.3670
Se1 0.7358 1.5989 -1.4146
C8 -1.1406 1.8681 -1.1198
C9 -1.9682 2.4150 -2.0859
C10 -3.3115 2.6166 -1.7918
C11 -3.7611 2.2930 -0.5087
C12 -2.9607 1.7595 0.5008
C13 -1.6352 1.5433 0.1314
O1 -0.7319 1.0053 1.0420
C14 -3.4941 1.4430 1.8988
C15 -3.3455 -0.0570 2.1928
C16 -2.7302 2.2696 2.9465
C17 -4.9778 1.7961 2.0176
C18 -4.2972 3.1897 -2.8097
C19 -3.6292 3.4627 -4.1569
C20 -5.4361 2.1828 -3.0254
C21 -4.8679 4.5076 -2.2674
C22 0.5558 -1.2098 -1.6300
O2 0.8529 -1.0722 -0.2667
C23 0.3502 -2.4179 -2.3122
C24 0.2329 -2.3076 -3.7051
C25 0.3852 -3.8603 -1.7768
C26 0.0421 -3.9298 -0.2980
C27 1.7929 -4.4225 -2.0110
C28 -0.6534 -4.7447 -2.4898
H1 1.1284 -2.1073 -7.6468
H2 2.2125 -1.6911 -6.3164
H3 1.1600 -3.1061 -6.1999
H4 -1.4066 -1.7859 -7.3852
H5 -1.3640 -2.8014 -5.9469
H6 -2.0584 -1.1799 -5.8581
H7 0.1285 0.1219 -7.6733
H8 -0.5638 0.8685 -6.2403
H9 1.1938 0.6672 -6.3847
H10 0.4930 0.9941 -4.2426
H11 -1.5681 2.6757 -3.0558
H12 -4.8022 2.4727 -0.2843
H13 -2.3035 -0.3724 2.2021
H14 -3.7672 -0.2785 3.1751
H15 -3.8852 -0.6548 1.4552
H16 -1.6655 2.0381 2.9708
H17 -2.8477 3.3384 2.7561
H18 -3.1387 2.0639 3.9377
H19 -5.5948 1.2242 1.3221
H20 -5.3171 1.5597 3.0265
H21 -5.1599 2.8597 1.8532
H22 -3.2168 2.5524 -4.5998
H23 -4.3688 3.8566 -4.8540
H24 -2.8314 4.2050 -4.0773
H25 -5.0534 1.2282 -3.3926
H26 -5.9937 1.9931 -2.1072
H27 -6.1398 2.5720 -3.7625
H28 -4.0741 5.2361 -2.0899
H29 -5.5647 4.9371 -2.9886
H30 -5.4108 4.3618 -1.3325
H31 0.1221 -3.2311 -4.2532
H32 0.7277 -3.3585 0.3232
H33 -0.9706 -3.5425 -0.1713
H34 0.0467 -4.9659 0.0437
H35 2.5355 -3.8606 -1.4377
H36 1.8374 -5.4673 -1.6981
H37 2.0756 -4.3734 -3.0632
H38 -1.6515 -4.3073 -2.4258
H39 -0.4276 -4.9249 -3.5389
H40 -0.6773 -5.7210 -2.0039
C29 0.6399 -1.5831 7.7185
Si1 1.9439 -1.4170 6.3993
C30 2.7416 0.2628 6.5000
C31 3.2188 -2.7711 6.5091
C32 1.0347 -1.7021 4.7343
C33 0.2586 -2.8604 4.6257
C34 -0.4830 -3.1535 3.4824
C35 -0.4136 -2.2943 2.4149
N1 0.3539 -1.1959 2.4644
C36 1.0205 -0.8984 3.6012
S1 1.7768 0.6591 3.3554
H41 1.0974 -1.4715 8.7042
H42 0.1404 -2.5539 7.7054
H43 -0.1251 -0.8102 7.6193
H44 3.1441 0.3699 7.5112
H45 2.0318 1.0766 6.3429
H46 3.5713 0.3822 5.8019
H47 3.7062 -2.7538 7.4866
H48 3.9965 -2.6530 5.7510
H49 2.7755 -3.7619 6.3857
H50 0.2069 -3.5508 5.4609
H51 -1.1153 -4.0277 3.4249
H52 -0.9988 -2.4423 1.5247
C37 6.2046 -0.9992 -1.0597
O3 5.2706 -0.7731 0.0361
P1 3.7151 -0.6793 -0.3036
O4 3.0942 -1.1404 1.1658
C38 3.2931 -2.4621 1.7094
O5 3.2399 0.8901 0.1224
C39 4.2549 1.9057 0.3755
H53 7.1643 -1.1956 -0.5954
H54 6.2686 -0.1126 -1.6870
H55 5.8886 -1.8587 -1.6473
H56 3.0189 -2.4115 2.7594
H57 4.3433 -2.7306 1.6214
H58 2.6673 -3.1867 1.1887
H59 4.0702 2.3558 1.3385
H60 4.1938 2.6509 -0.4141
H61 5.2325 1.4357 0.3904
C40 1.6954 5.6341 1.9158
C41 0.7601 5.1371 1.0262
C42 0.6465 3.7706 0.8587
N2 1.3993 2.8542 1.4954
C43 2.2812 3.3668 2.3738
C44 2.4627 4.7149 2.6092
H62 1.8120 6.6976 2.0744
H63 0.1035 5.7887 0.4671
H64 -0.1423 3.4135 0.2191
H65 2.8952 2.6783 2.9343
H66 3.1996 5.0247 3.3367